A:
C6H12NO | the ωB97M-V functional and the def2-TZVPD basis

Output
Gap between HOMO and LUMO = 3.6 eV
HOMO energy = -12.488 eV
Charge = +1

Positions of all 20 atoms, in Å:
O  2.37384  -0.30951  -0.10114
N  4.79096  1.22390  -0.42757
C  0.37886  -1.42148  0.57806
C  -1.44626  0.18678  -0.25797
C  1.68295  -1.39577  0.16855
C  -0.27633  -0.07366  0.68378
C  -2.76025  0.14678  0.12204
C  -3.98289  0.55884  -0.69824
H  -3.07664  -0.24384  1.13924
H  5.07392  1.89592  0.40057
H  -4.64382  -0.36643  -0.73589
H  2.17451  -2.45875  0.21535
H  5.48066  0.45905  -0.49296
H  -4.60131  1.35256  -0.11050
H  -0.02158  -2.29640  1.07737
H  3.86173  0.85123  -0.30384
H  0.56017  0.56749  0.11665
H  -3.90016  0.91948  -1.81367
H  -1.25264  0.14388  -1.33995
H  -0.41573  0.25990  1.78011


B:
C6H12NO | the ωB97M-V functional and the def2-TZVPD basis

Output
Gap between HOMO and LUMO = 11.0 eV
HOMO energy = -14.262 eV
Charge = +1

Positions of all 20 atoms, in Å:
O  0.08624  1.92444  0.26165
N  -0.73153  -0.24757  -0.62695
C  -0.46923  -0.51563  -2.01582
C  0.62857  0.70468  0.18842
C  -1.28786  1.85945  0.05549
C  0.82124  0.02302  1.49688
C  -1.72632  0.74338  -0.47940
C  1.47645  -1.31513  1.39431
H  -1.91634  2.66578  0.15999
H  1.55132  0.81113  -0.48130
H  1.44637  0.66711  2.20278
H  1.21850  -1.83273  2.34914
H  -2.73595  0.54662  -0.69866
H  -0.62867  -1.09687  0.00782
H  -0.28169  -0.13263  1.79387
H  -0.78373  -1.42298  -2.46141
H  -0.89569  0.24671  -2.68956
H  0.65370  -0.32158  -2.26524
H  1.02580  -1.92318  0.52699
H  2.54883  -1.38402  1.28100


C:
C6H12NO | the ωB97M-V functional and the def2-TZVPD basis

Output
Gap between HOMO and LUMO = 10.5 eV
HOMO energy = -14.971 eV
Charge = +1

Positions of all 20 atoms, in Å:
O  1.99609  1.05909  0.26003
N  0.17238  -0.09084  -0.07844
C  1.17132  1.30340  -0.79841
C  -0.21753  2.02613  -0.67249
C  -0.23414  -1.34493  -0.55788
C  1.34463  0.00656  0.85261
C  -0.84953  0.97321  0.17039
C  -1.00677  -2.06276  0.52819
H  1.22777  0.06707  2.01001
H  -0.71421  -1.27702  -1.52343
H  -1.78614  0.54722  -0.03194
H  -0.57269  -2.42366  1.37201
H  -1.69186  -2.77482  0.05541
H  -1.69738  -1.26984  0.73921
H  1.75942  1.56988  -1.70163
H  -0.82675  1.31053  1.30226
H  0.73314  -1.85370  -0.76258
H  1.98353  -0.90688  0.63464
H  -0.15653  2.94411  -0.10463
H  -0.63476  2.19724  -1.69334


Calculated relative energies: A 394.0; B 0.0; C 89.2, given in kJ/mol


A:
C4H5N3S | the ωB97M-V functional and the def2-TZVPD basis

Output
Gap between HOMO and LUMO = 9.4 eV
HOMO energy = -8.959 eV
SMILES string = Nc1cc(S)cnn1
Charge = 0

Positions of all 13 atoms, in Å:
S  -2.93285  -0.13181  0.02494
N  2.14476  -1.01457  -0.07951
N  1.41348  1.19192  0.04872
N  0.38892  2.03456  0.03480
C  -1.23216  0.29924  -0.08250
C  -0.83756  1.64526  -0.07450
C  1.08631  -0.14201  -0.05131
C  -0.21675  -0.64463  -0.06876
H  -0.35535  -1.71531  -0.16935
H  1.98475  -1.87686  0.42292
H  3.06078  -0.54125  0.12631
H  -1.66608  2.37653  -0.18648
H  -2.83825  -1.48108  0.05472


B:
C4H5N3S | the ωB97M-V functional and the def2-TZVPD basis

Output
Gap between HOMO and LUMO = 8.3 eV
HOMO energy = -9.432 eV
SMILES string = [H]/N=C1\N=CN=C1CS
Charge = 0

Positions of all 13 atoms, in Å:
S  2.42071  -0.29054  -0.68382
N  -0.81279  -1.61252  -0.06984
N  -0.06696  1.77461  0.02911
N  -1.88793  0.34551  -0.48821
C  -0.04172  -0.70209  0.25933
C  -1.93694  -0.90749  -0.56374
C  -0.66274  0.67815  -0.07402
C  1.31252  -0.50532  0.79142
H  1.39805  0.35504  1.48071
H  -2.87901  -1.34950  -0.87837
H  -0.88884  2.58360  0.08185
H  2.18653  1.07094  -1.08205
H  1.85911  -1.44039  1.19763


C:
C4H5N3S | the ωB97M-V functional and the def2-TZVPD basis

Output
Gap between HOMO and LUMO = 7.9 eV
HOMO energy = -8.052 eV
SMILES string = C=Nn1ccc(=S)[nH]1
Charge = 0

Positions of all 13 atoms, in Å:
S  -3.30304  -0.68959  -0.00490
N  1.77257  -0.00095  0.07600
N  -0.56103  -0.72175  0.20502
N  0.47435  0.20983  0.37630
C  -1.41439  1.32164  -0.15426
C  -1.75638  -0.05292  -0.04592
C  -0.08431  1.42174  0.08524
C  2.18990  -1.15803  -0.26156
H  -2.09311  2.15052  -0.46517
H  -0.59201  -1.43196  0.91863
H  0.61182  2.25132  0.00728
H  1.49737  -2.02335  -0.37392
H  3.25825  -1.27650  -0.36273


Calculated relative energies: A 0.0; B 132.6; C 148.2, given in kJ/mol


A:
C3H12N2OS | the ωB97M-V functional and the def2-TZVPD basis

Output
Gap between HOMO and LUMO = 9.0 eV
HOMO energy = -8.301 eV
SMILES string = NC[C@H](N)CS.O
Charge = 0

Positions of all 19 atoms, in Å:
S  0.50253  -0.93195  2.61326
O  0.72432  3.93637  -1.78339
N  -1.54139  -0.05594  -2.19723
N  1.02352  0.07517  -0.44355
C  -0.96504  -1.06477  -1.25003
C  -0.16897  -1.60603  1.02522
C  -0.25317  -0.40968  -0.06192
H  1.15711  4.42055  -2.48712
H  1.66534  -0.60281  2.01342
H  -0.73261  0.35099  0.55582
H  -1.20327  -1.89750  1.14229
H  -1.21492  0.85226  -1.87324
H  -2.54729  -0.06660  -2.11474
H  1.31610  1.02071  -0.29823
H  0.61302  -2.27590  0.68599
H  -0.11921  -1.50688  -1.80555
H  -0.08600  4.43519  -1.80567
H  1.54088  -0.35775  -1.17854
H  -1.69384  -1.85282  -1.09129


B:
C3H12N2OS | the ωB97M-V functional and the def2-TZVPD basis

Output
Gap between HOMO and LUMO = 9.8 eV
HOMO energy = -9.033 eV
SMILES string = NC[C@@H](N)CS.O
Charge = 0

Positions of all 19 atoms, in Å:
S  -3.02562  0.51622  -1.66778
O  3.87798  0.98289  0.02549
N  -0.04569  0.04045  -1.45244
N  1.44063  -0.55458  1.07788
C  -0.02024  -0.69727  0.92680
C  -2.16362  -0.27286  -0.25779
C  -0.67153  0.13107  -0.16739
H  -0.62467  1.14662  0.22995
H  -2.30758  -1.33950  -0.42564
H  2.01734  -1.33945  0.79248
H  0.93868  -0.17210  -1.47896
H  1.57940  -0.61399  2.08402
H  3.67396  1.91874  -0.11683
H  2.95726  0.67310  -0.03529
H  -0.16782  -1.79949  0.83997
H  -4.05842  0.89277  -0.96431
H  -0.55127  -0.46379  1.89218
H  -2.59455  0.06348  0.67014
H  -0.25422  0.88768  -1.97248


Calculated relative energies: A 41.5; B 0.0, given in kJ/mol


A:
C3H12N2OS | the ωB97M-V functional and the def2-TZVPD basis

Output
Gap between HOMO and LUMO = 9.7 eV
HOMO energy = -8.977 eV
SMILES string = NC[C@@H](N)CS.O
Charge = 0

Positions of all 19 atoms, in Å:
S  -2.77923  -0.86116  1.86223
O  2.96819  2.03788  0.86672
N  1.49250  -0.24993  -1.16542
N  -0.41848  0.92249  0.63054
C  -0.54899  -0.44963  0.24414
C  -2.01159  -0.83909  0.19293
C  0.09763  -0.71517  -1.11433
H  2.09156  -1.02976  -1.44270
H  -3.40907  0.31787  1.80207
H  -0.60498  1.05984  1.61687
H  -2.13605  -1.86608  -0.16407
H  0.03370  -1.79785  -1.21968
H  0.51482  1.28830  0.49123
H  -0.50701  -0.32947  -1.92973
H  3.36002  2.31061  0.01517
H  1.56920  0.41197  -1.92411
H  2.85623  1.08364  0.78738
H  -2.54811  -0.16626  -0.46365
H  -0.02034  -1.12820  0.91441


B:
C3H12N2OS | the ωB97M-V functional and the def2-TZVPD basis

Output
Gap between HOMO and LUMO = 8.8 eV
HOMO energy = -8.191 eV
SMILES string = NCNCCS.O
Charge = 0

Positions of all 19 atoms, in Å:
S  1.07064  2.61601  -0.10963
O  -1.97908  0.72814  -2.28386
N  -0.19602  -0.14666  0.30696
N  -1.19623  -2.30978  1.00907
C  -0.54733  -1.02026  1.37418
C  1.14694  -0.16543  -0.20014
C  1.95570  1.07503  0.26001
H  2.96449  1.11248  -0.14473
H  1.30621  2.62065  -1.43201
H  -2.78924  0.82590  -1.74755
H  -0.88620  0.24140  -0.30316
H  -2.17980  -2.35125  1.19865
H  1.11877  -0.03294  -1.28623
H  2.01870  1.08226  1.34321
H  -1.29512  -0.58203  2.04392
H  1.66356  -1.09120  0.05371
H  0.36018  -1.32904  1.89335
H  -1.00040  -2.85164  0.16713
H  -1.53579  1.57836  -2.14288


Calculated relative energies: A 0.0; B 63.5, given in kJ/mol


A:
C2H4BrI | the ωB97M-V functional and the def2-TZVPD basis

Output
Gap between HOMO and LUMO = 8.2 eV
HOMO energy = -8.356 eV
Charge = 0

Positions of all 8 atoms, in Å:
I  0.94483  2.50622  0.61590
Br  -0.95488  -2.36618  -0.19760
C  -0.44905  1.09965  0.01704
C  0.43345  -1.13895  -0.07555
H  -0.64659  1.11863  -1.04720
H  0.84060  -1.06706  0.92599
H  1.14239  -1.11467  -0.88095
H  -1.31075  0.96237  0.64238


B:
C2H4BrI | the ωB97M-V functional and the def2-TZVPD basis

Output
Gap between HOMO and LUMO = 7.7 eV
HOMO energy = -9.036 eV
Charge = 0

Positions of all 8 atoms, in Å:
I  -2.15735  3.43914  2.09386
Br  -1.48337  0.90305  3.88948
C  -0.72760  2.22767  2.88115
C  0.09862  -0.62465  0.82580
H  0.39973  -1.33947  0.08549
H  0.72689  0.27888  0.73911
H  -0.89721  -0.34777  0.80349
H  0.37658  -1.05723  1.81956


Calculated relative energies: A 0.0; B 39.9, given in kJ/mol


A:
C3H11NO3 | the ωB97M-V functional and the def2-TZVPD basis

Output
Gap between HOMO and LUMO = 10.2 eV
HOMO energy = -9.628 eV
SMILES string = C[C@@H](N)C=O.O.O
Charge = 0

Positions of all 18 atoms, in Å:
O  1.69716  -1.94576  -0.64788
O  2.90317  0.81106  -2.11900
O  -0.73216  1.56586  -0.62809
N  -1.35321  -1.24685  0.55291
C  -0.97980  -0.00662  1.19827
C  -0.21486  0.82583  0.15983
C  -2.05605  0.77217  1.93622
H  -2.41376  0.28878  2.84007
H  2.57765  0.40294  -1.30651
H  -1.66290  1.73059  2.25757
H  0.80627  0.41835  0.02817
H  2.94315  0.07954  -2.74188
H  0.76688  -1.85305  -0.39260
H  1.75337  -2.76135  -1.15356
H  -2.21065  -1.17701  0.02902
H  -2.78289  1.15663  1.21098
H  -0.19673  -0.24339  1.93209
H  -1.33091  -2.03177  1.17968


B:
C3H11NO3 | the ωB97M-V functional and the def2-TZVPD basis

Output
Gap between HOMO and LUMO = 10.3 eV
HOMO energy = -10.003 eV
SMILES string = C[C@@H](N)C=O.O.O
Charge = 0

Positions of all 18 atoms, in Å:
O  -0.57896  -0.40582  -1.45397
O  2.19263  0.88942  -2.34820
O  2.21566  -1.67530  -0.44618
N  -0.03323  -0.27568  1.62830
C  -0.88524  0.55090  0.75090
C  -2.34292  -0.01270  0.79052
C  -0.32962  0.54913  -0.70262
H  1.47151  -2.28453  -0.77079
H  -0.93106  1.55936  1.03743
H  0.87115  0.24927  1.73440
H  2.03812  0.05039  -1.85719
H  -2.96913  0.44546  0.04226
H  -0.02685  1.51845  -1.21058
H  -2.25276  -1.04472  0.57620
H  1.56983  -1.14582  0.09274
H  3.11829  1.10818  -2.25125
H  -2.78635  0.14750  1.72269
H  -0.34107  -0.22351  2.66532


C:
C3H11NO3 | the ωB97M-V functional and the def2-TZVPD basis

Output
Gap between HOMO and LUMO = 11.1 eV
HOMO energy = -10.307 eV
SMILES string = CCNC=O.O.O
Charge = 0

Positions of all 18 atoms, in Å:
O  -1.91211  -0.83389  -0.38376
O  -0.08354  -1.26719  1.84814
O  -2.81724  -0.67698  1.97324
N  -0.05530  0.59075  -0.13569
C  1.07474  1.20299  -1.03720
C  2.55347  0.45057  -0.91759
C  -0.97917  -0.16257  -0.87254
H  -3.58179  -0.01763  2.02778
H  0.58777  1.12196  -1.99634
H  -0.82077  -0.21552  -1.91016
H  3.16363  0.43317  -1.80572
H  2.46314  -0.60126  -0.83005
H  -0.93449  -1.19929  2.31218
H  3.24402  1.04772  -0.24130
H  0.32148  0.20869  0.75786
H  -2.77156  -1.09094  1.10341
H  1.03472  2.29563  -0.78982
H  -0.48699  -1.28622  0.89757


Calculated relative energies: A 0.0; B 43.9; C 57.6, given in kJ/mol


A:
C3H11NO3 | the ωB97M-V functional and the def2-TZVPD basis

Output
Gap between HOMO and LUMO = 9.4 eV
HOMO energy = -9.489 eV
SMILES string = CCNC=O.O.O
Charge = 0

Positions of all 18 atoms, in Å:
O  0.92283  1.78612  2.24011
O  -1.83047  1.92628  0.79163
O  0.68712  1.51032  -0.60428
N  0.81392  -0.60630  0.35797
C  0.28707  -1.83977  -0.23825
C  -0.57930  -1.54884  -1.58784
C  1.37983  0.46110  -0.45517
H  1.06924  -2.52158  -0.41422
H  0.11123  1.97571  2.74250
H  0.60405  1.69033  1.21991
H  -2.65708  2.04611  0.26013
H  -0.41005  -2.17041  0.53244
H  -0.94364  -2.49003  -2.11133
H  -1.30535  1.43615  0.17433
H  2.46084  0.54250  -0.52439
H  0.70605  -0.31387  1.28935
H  -1.41594  -0.80000  -1.30777
H  0.09966  -1.08384  -2.36513


B:
C3H11NO3 | the ωB97M-V functional and the def2-TZVPD basis

Output
Gap between HOMO and LUMO = 10.7 eV
HOMO energy = -9.969 eV
SMILES string = NCCC=O.O.O
Charge = 0

Positions of all 18 atoms, in Å:
O  -1.69789  -0.69893  -1.79818
O  1.11332  -1.92578  -1.44893
O  -1.80030  1.60151  0.00111
N  1.35969  -1.05692  1.55850
C  0.46973  0.83878  0.14268
C  -0.70206  1.71198  0.49857
C  1.19597  0.38667  1.42401
H  1.84442  -1.65590  -0.87140
H  0.71068  0.84423  2.30010
H  -2.03319  0.10556  -1.36022
H  2.18190  0.85126  1.47323
H  0.35900  -1.97085  -0.85182
H  0.02823  -0.05467  -0.28482
H  1.13553  1.22451  -0.62161
H  -0.56725  2.43735  1.32355
H  2.00122  -1.22980  2.32008
H  0.49388  -1.52973  1.78618
H  -2.41526  -0.90378  -2.40995


Calculated relative energies: A 113.8; B 0.0, given in kJ/mol


A:
C3H11NO3 | the ωB97M-V functional and the def2-TZVPD basis

Output
Gap between HOMO and LUMO = 10.8 eV
HOMO energy = -10.147 eV
SMILES string = CCC(N)=O.O.O
Charge = 0

Positions of all 18 atoms, in Å:
O  -1.48396  0.51195  0.89127
O  -2.04978  -1.31769  -1.31963
O  0.16834  0.35849  -2.53390
N  0.25630  1.75485  0.19764
C  0.48555  -0.75482  0.42257
C  1.03034  -0.89525  1.84565
C  -0.36582  0.48582  0.42574
H  -0.14245  -1.59660  0.15583
H  1.73039  -0.11941  2.16276
H  0.20118  -0.91001  2.55614
H  1.57196  -1.83243  1.98002
H  -0.50183  2.42735  0.17681
H  -1.33315  -0.84885  -1.77885
H  0.30074  0.95686  -3.27911
H  -2.41510  -0.60675  -0.77961
H  1.33456  -0.64461  -0.25213
H  0.88938  2.09374  0.89799
H  0.32335  0.93734  -1.76918


B:
C3H11NO3 | the ωB97M-V functional and the def2-TZVPD basis

Output
Gap between HOMO and LUMO = 10.0 eV
HOMO energy = -9.335 eV
SMILES string = OCCNCO.O
Charge = 0

Positions of all 18 atoms, in Å:
O  -2.40441  -0.58257  1.23673
O  1.53335  1.14685  2.37594
O  0.30982  1.33560  -2.23430
N  -0.26365  0.20948  0.47009
C  0.91309  0.12596  -1.81278
C  -0.03068  -0.50552  -0.78906
C  -0.99289  -0.68509  1.40703
H  -0.65868  -0.45682  2.41860
H  1.82118  0.31118  -1.21936
H  1.16112  -0.62331  -2.58203
H  -0.66760  -1.72397  1.31114
H  0.37631  -1.50764  -0.53157
H  -0.82961  1.04447  0.31682
H  -1.07115  -0.60746  -1.28031
H  1.31142  0.64091  1.57350
H  0.22894  1.23668  -3.18423
H  -2.77232  -1.22738  0.55204
H  2.03574  1.86862  1.97175


Calculated relative energies: A 0.0; B 130.1, given in kJ/mol